{
  "formula": "C26H58NO6S",
  "method": "ωB97M-V with the def2-TZVPD basis set",
  "multiplicity": 1,
  "homo_energy_ev": -10.98,
  "gap_ev": 7.309,
  "de_lowest_kj_mol": 167.58,
  "lumo_energy_ev": -3.672,
  "max_force_ev_per_a": 3.8,
  "total_energy_ev": -52504.0507,
  "total_charge": 1,
  "elements": ["C", "C", "C", "C", "C", "C", "C", "C", "C", "O", "C", "N", "S", "C", "H", "H", "H", "H", "H", "H", "H", "H", "H", "H", "H", "H", "H", "H", "H", "H", "H", "H", "C", "C", "C", "O", "H", "H", "H", "H", "H", "H", "H", "H", "C", "C", "C", "O", "H", "H", "H", "H", "H", "H", "H", "H", "C", "C", "C", "O", "H", "H", "H", "H", "H", "H", "H", "H", "C", "C", "C", "O", "H", "H", "H", "H", "H", "H", "H", "H", "C", "C", "C", "O", "H", "H", "H", "H", "H", "H", "H", "H"],
  "xyz": [[-5.332785, -0.845381, 3.611530], [-4.164499, -0.727720, 2.587134], [-3.869335, -1.871995, 1.732376], [-2.764122, -1.834767, 0.777663], [-1.931120, -0.621555, 0.665231], [-0.722700, -0.614059, -0.329151], [-0.567052, -1.921561, -1.188364], [0.600922, -0.416680, 0.554651], [-2.236604, 0.535230, 1.504134], [-1.501748, 1.744871, 1.508156], [-1.476326, 2.362613, 0.247871], [-1.630824, 3.863711, 0.315322], [-0.754891, 4.606887, 1.654378], [-3.355897, 0.467494, 2.458596], [-5.740806, 0.190920, 3.782258], [-6.118291, -1.489720, 3.138468], [-5.032689, -1.257861, 4.604633], [-4.474864, -2.801403, 1.808865], [-2.595101, -2.746451, 0.167854], [-0.807700, 0.241950, -1.063395], [-0.347334, -2.771445, -0.495623], [-1.441530, -2.088203, -1.863522], [0.369705, -1.768465, -1.829566], [0.727667, 0.675442, 0.764696], [0.400771, -0.933021, 1.528801], [1.454936, -0.871635, -0.003698], [-2.243873, 1.937809, -0.447332], [-0.452893, 2.169858, -0.193072], [-2.620267, 4.148973, 0.342437], [-1.238545, 4.229958, -0.569059], [0.575432, 4.210660, 1.637220], [-3.598674, 1.345528, 3.107155], [5.328138, 3.416848, 0.727204], [3.940395, 3.636168, 0.148501], [3.797399, 5.034333, -0.432471], [2.960506, 3.442377, 1.174016], [5.526659, 4.122005, 1.539710], [5.413118, 2.413737, 1.149916], [6.097897, 3.540266, -0.036761], [3.744943, 2.893745, -0.628595], [3.944562, 5.793928, 0.341037], [2.791884, 5.182185, -0.835342], [4.521414, 5.205947, -1.230939], [3.125505, 4.094960, 1.868513], [4.563285, -1.878445, -2.907029], [3.772867, -2.192840, -1.647578], [4.371068, -3.373253, -0.899501], [2.417203, -2.487937, -1.996752], [4.554207, -2.729571, -3.593683], [4.116608, -1.035589, -3.440771], [5.600782, -1.631917, -2.671100], [3.755208, -1.315481, -0.995675], [4.356194, -4.274201, -1.519692], [3.787380, -3.595129, -0.003282], [5.402364, -3.171261, -0.603381], [2.425899, -3.264114, -2.572252], [0.650876, 4.920245, 5.471373], [1.562533, 6.133295, 5.365384], [0.939951, 7.353433, 6.024087], [1.820793, 6.417481, 3.986316], [-0.303521, 5.103607, 4.965551], [1.106956, 4.054512, 4.984334], [0.448333, 4.667783, 6.513656], [2.522829, 5.912352, 5.835213], [-0.003512, 7.619830, 5.537280], [1.600013, 8.217886, 5.930832], [0.746630, 7.174456, 7.083397], [0.976057, 6.615718, 3.563652], [-6.891136, -4.895371, -0.358499], [-7.135426, -5.046784, 1.134932], [-8.527057, -5.590662, 1.415416], [-6.981682, -3.777694, 1.774065], [-7.603773, -4.192045, -0.799835], [-5.892240, -4.494061, -0.545258], [-6.984035, -5.853865, -0.872985], [-6.386385, -5.716183, 1.563506], [-9.294692, -4.910710, 1.033617], [-8.692452, -5.684161, 2.490606], [-8.668647, -6.569930, 0.953896], [-7.639680, -3.176811, 1.403030], [4.340857, -2.326620, -7.212256], [3.737523, -3.697359, -6.948289], [2.501602, -3.931625, -7.802327], [3.390256, -3.806653, -5.566946], [3.627508, -1.533764, -6.966118], [5.220853, -2.167720, -6.585058], [4.633786, -2.218884, -8.258546], [4.479312, -4.471140, -7.156105], [1.726653, -3.192588, -7.576149], [2.073095, -4.914299, -7.594935], [2.739679, -3.872003, -8.866252], [2.733693, -3.126410, -5.371326]],
  "forces_ev_per_a": [[0.17, 0.79, -0.82], [1.17, -0.45, -0.81], [1.57, 1.39, -0.46], [-1.01, 2.05, 1.86], [-0.89, -0.17, 0.08], [0.37, -0.10, 0.44], [0.86, 0.95, -0.09], [-1.17, -0.05, -0.49], [-2.53, -2.66, 1.00], [-0.64, 0.37, -1.24], [1.06, -2.10, -0.61], [1.05, -0.71, -0.87], [0.13, 1.31, 1.69], [0.52, -1.14, -1.02], [0.21, -1.09, -0.08], [0.61, 0.54, 0.69], [-0.08, 0.19, -0.91], [0.39, 0.89, -0.01], [0.10, 1.02, 0.42], [0.00, -0.81, 0.73], [-0.39, 0.46, -0.77], [0.62, -0.10, 0.72], [-1.45, -0.35, 0.90], [0.34, -0.98, -0.08], [0.57, 0.36, -0.84], [-0.51, 0.58, 0.68], [0.41, 0.54, 0.61], [-0.99, 0.60, 0.24], [0.34, 0.02, 0.46], [-0.36, -0.14, 0.32], [-0.84, -0.54, -1.04], [0.40, -0.80, -0.69], [0.06, -0.26, 0.05], [0.40, 0.56, 0.20], [-0.17, 0.02, -0.14], [-0.62, -0.09, 0.06], [-0.02, 0.09, -0.11], [-0.01, 0.02, -0.09], [-0.02, 0.02, 0.05], [-0.16, -0.05, 0.17], [0.12, -0.07, 0.00], [0.06, -0.04, -0.06], [-0.04, 0.03, 0.04], [0.17, -0.09, -0.05], [0.02, 0.20, -0.09], [0.35, -0.53, -0.39], [-0.06, -0.01, 0.27], [-0.04, 0.21, 0.06], [0.06, -0.04, 0.11], [0.04, 0.02, 0.08], [-0.03, -0.01, -0.02], [-0.23, -0.03, -0.02], [0.08, 0.10, -0.09], [0.05, 0.07, -0.01], [-0.03, -0.04, -0.02], [0.05, 0.04, 0.09], [0.18, -0.23, -0.06], [-0.73, 0.12, 0.02], [0.18, 0.18, 0.07], [0.29, -0.27, -0.28], [-0.03, 0.14, 0.12], [0.04, 0.01, 0.10], [-0.04, -0.02, -0.07], [0.05, 0.04, -0.24], [-0.03, -0.13, 0.04], [0.01, -0.08, 0.05], [-0.02, 0.02, -0.05], [0.07, 0.17, 0.18], [0.25, -0.02, -0.07], [-0.56, 0.19, -0.41], [-0.02, -0.14, 0.23], [0.33, 0.09, 0.23], [-0.09, -0.10, 0.05], [-0.01, -0.08, 0.03], [-0.01, 0.06, -0.01], [0.03, 0.20, 0.11], [0.07, -0.03, -0.12], [0.06, -0.05, -0.05], [-0.03, 0.05, 0.01], [0.03, -0.13, 0.01], [0.27, 0.02, 0.05], [-0.44, 0.54, -0.14], [-0.05, -0.26, -0.06], [0.13, -0.25, 0.25], [-0.08, -0.07, -0.10], [0.00, -0.06, -0.07], [-0.02, 0.03, 0.04], [-0.05, -0.02, 0.22], [0.11, 0.09, -0.04], [0.08, 0.02, -0.04], [-0.04, 0.02, 0.04], [0.07, -0.03, -0.13]],
  "mulliken_charge": [-1.06, 0.63, -0.69, -0.80, 0.58, 1.16, -1.67, -0.64, -0.15, -0.16, -0.78, -0.16, -0.15, -0.73, 0.34, 0.23, 0.26, 0.35, 0.31, 0.20, 0.38, 0.41, 0.29, 0.16, 0.34, -0.02, 0.44, 0.36, 0.44, 0.45, 0.25, 0.32, -1.35, 0.42, -1.26, -0.44, 0.35, 0.33, 0.40, 0.29, 0.31, 0.28, 0.40, 0.29, -1.38, 0.57, -1.38, -0.38, 0.28, 0.33, 0.43, 0.19, 0.33, 0.34, 0.39, 0.28, -1.10, 0.37, -1.23, -0.52, 0.23, 0.26, 0.41, 0.28, 0.31, 0.32, 0.39, 0.32, -1.19, 0.40, -1.37, -0.44, 0.33, 0.26, 0.39, 0.24, 0.36, 0.33, 0.39, 0.32, -1.25, 0.33, -1.25, -0.50, 0.31, 0.30, 0.41, 0.29, 0.33, 0.32, 0.38, 0.32]
}



{
  "formula": "C26H58O13P2",
  "method": "ωB97M-V with the def2-TZVPD basis set",
  "multiplicity": 1,
  "homo_energy_ev": -9.37,
  "gap_ev": 9.930,
  "de_lowest_kj_mol": 0.00,
  "smiles": "COP(=O)(OC)OC.COP(=O)(OC)OC.C1CCOC1.C1CCOC1.C1CCOC1.C1CCOC1.C1CCOC1",
  "lumo_energy_ev": 0.557,
  "max_force_ev_per_a": 1.5,
  "total_energy_ev": -73099.8978,
  "elements": ["C", "O", "P", "O", "O", "C", "O", "C", "H", "H", "H", "H", "H", "H", "H", "H", "H", "C", "O", "P", "O", "O", "C", "O", "C", "H", "H", "H", "H", "H", "H", "H", "H", "H", "C", "C", "C", "O", "C", "H", "H", "H", "H", "H", "H", "H", "H", "C", "C", "C", "O", "C", "H", "H", "H", "H", "H", "H", "H", "H", "C", "C", "C", "O", "C", "H", "H", "H", "H", "H", "H", "H", "H", "C", "C", "C", "O", "C", "H", "H", "H", "H", "H", "H", "H", "H", "C", "C", "C", "O", "C", "H", "H", "H", "H", "H", "H", "H", "H"],
  "xyz": [[2.648070, 4.486357, -3.846670], [1.398859, 3.896978, -3.452457], [1.002698, 2.478657, -3.979347], [-0.364324, 2.107416, -3.646417], [1.373607, 2.468270, -5.520930], [0.401964, 2.993007, -6.442101], [2.118053, 1.567316, -3.349625], [2.509858, 0.317694, -3.903997], [3.395452, 3.703502, -3.968841], [2.968315, 5.106811, -3.010191], [2.529178, 5.114682, -4.724372], [-0.271380, 3.719985, -5.993285], [-0.210119, 2.168924, -6.812698], [0.957228, 3.398158, -7.282668], [2.172404, 0.194313, -4.932564], [2.098458, -0.499807, -3.308969], [3.592824, 0.208610, -3.857982], [2.044568, 4.662236, 4.389958], [2.330146, 4.257594, 3.051766], [1.356064, 3.227834, 2.368831], [1.441007, 1.856638, 2.867567], [1.782330, 3.466175, 0.870574], [1.043379, 2.790106, -0.140325], [-0.055742, 3.936205, 2.538444], [-1.227654, 3.137760, 2.714659], [1.415251, 5.550672, 4.405182], [2.991397, 4.900959, 4.870872], [1.579797, 3.856913, 4.962115], [1.667954, 2.146175, -0.768270], [0.600182, 3.502746, -0.836633], [0.278773, 2.127042, 0.263443], [-1.618540, 2.751556, 1.776338], [-1.972671, 3.781745, 3.186579], [-1.054156, 2.346433, 3.443781], [-1.538934, -3.396260, -4.099228], [-2.678984, -3.664368, -3.126776], [-3.708784, -4.462773, -3.942894], [-3.066778, -4.751303, -5.198403], [-1.677080, -4.634134, -5.011192], [-0.572993, -3.348927, -3.595158], [-1.696003, -2.469300, -4.650518], [-3.151167, -2.803240, -2.649149], [-2.304416, -4.257067, -2.286108], [-4.620187, -3.918424, -4.185708], [-3.983999, -5.408028, -3.465237], [-1.212168, -4.409656, -5.968528], [-1.248513, -5.504818, -4.505632], [-0.027290, -0.708070, 1.213712], [-1.161217, -1.067939, 0.262262], [-0.551254, -0.606755, -1.064427], [0.839836, -0.937487, -0.970672], [1.235195, -0.959296, 0.401204], [-0.030366, -1.252500, 2.160953], [-0.091878, 0.327962, 1.546559], [-2.057231, -0.485774, 0.477439], [-1.346770, -2.136037, 0.154649], [-0.658774, 0.462359, -1.270766], [-0.976443, -1.118133, -1.930872], [2.010574, -0.214061, 0.591256], [1.660216, -1.937079, 0.646737], [-1.733975, -0.181582, 5.215139], [-1.421975, -0.456573, 6.683143], [-1.985214, -1.896672, 6.881506], [-2.131228, -2.471360, 5.576142], [-1.691466, -1.545837, 4.571543], [-1.054252, 0.506794, 4.711099], [-2.739062, 0.246191, 5.141534], [-1.857761, 0.274587, 7.356077], [-0.344582, -0.556697, 6.815383], [-2.925095, -1.910011, 7.428970], [-1.204175, -2.501713, 7.342837], [-2.208242, -1.640488, 3.615130], [-0.672600, -1.895369, 4.340255], [4.978029, 2.611386, -0.009475], [6.359835, 2.860076, -0.630732], [6.657743, 1.513745, -1.313187], [6.056099, 0.568352, -0.452823], [4.751770, 1.088796, -0.236524], [4.213954, 3.165920, -0.550874], [4.973782, 2.802083, 1.058828], [7.113134, 3.209159, 0.073176], [6.380116, 3.609012, -1.431481], [7.703296, 1.240770, -1.440214], [6.160175, 1.496253, -2.292833], [4.404223, 0.580192, 0.661005], [4.086554, 0.888149, -1.083339], [-4.794461, -2.853848, 1.948225], [-4.669591, -3.458483, 0.568835], [-3.939304, -4.730302, 0.865282], [-4.567584, -5.204271, 2.077895], [-5.172124, -4.105717, 2.761913], [-5.464172, -2.008321, 2.112966], [-3.833332, -2.466448, 2.304730], [-4.144098, -2.790532, -0.117516], [-5.679641, -3.656857, 0.203716], [-2.874653, -4.637275, 1.107829], [-4.023762, -5.458031, 0.056407], [-4.760050, -4.066060, 3.772315], [-6.254134, -4.237576, 2.841844]],
  "forces_ev_per_a": [[0.18, -0.06, 0.79], [0.01, 0.73, 0.05], [-0.08, -0.65, 0.13], [-0.46, 0.10, -0.02], [-0.08, 0.17, -0.08], [-0.13, -0.60, -0.39], [0.59, 0.19, -0.10], [-0.05, -1.03, 0.04], [0.05, 0.09, -0.31], [-0.07, 0.05, -0.05], [-0.05, -0.19, -0.18], [0.20, 0.17, 0.10], [0.01, 0.01, 0.08], [-0.02, 0.23, 0.07], [0.06, 0.19, -0.01], [-0.18, 0.19, 0.10], [0.02, 0.36, -0.06], [0.26, -0.02, 0.44], [0.04, 0.27, -0.06], [0.68, 0.45, -0.06], [-0.43, -0.31, 0.01], [0.13, -0.04, -0.02], [-0.25, -0.54, -1.00], [-0.24, -0.34, -0.13], [-0.49, 0.27, 0.90], [-0.10, -0.07, -0.15], [0.03, -0.01, -0.11], [-0.07, 0.02, -0.07], [0.37, 0.12, 0.39], [-0.13, 0.17, 0.33], [-0.14, 0.15, 0.14], [0.13, -0.04, -0.08], [0.01, 0.10, -0.32], [0.21, -0.22, -0.33], [-0.04, -0.35, 0.16], [-0.44, -0.07, 0.86], [0.34, -0.25, -0.51], [-0.30, -0.24, 0.03], [0.17, 1.44, 0.27], [0.00, 0.05, -0.03], [0.01, -0.08, -0.16], [0.19, 0.24, -0.29], [-0.03, -0.16, -0.14], [0.01, 0.10, 0.12], [-0.01, 0.07, 0.11], [0.04, -0.54, -0.14], [0.06, -0.16, -0.22], [-0.07, -0.10, 0.83], [0.38, 0.80, -0.71], [0.13, -0.09, -0.21], [-0.04, -0.03, -0.23], [-0.01, -0.10, 0.21], [0.02, -0.27, -0.19], [-0.02, 0.16, -0.31], [-0.23, -0.38, 0.07], [-0.17, -0.04, 0.45], [-0.08, 0.11, 0.24], [0.13, -0.11, 0.02], [-0.06, 0.10, -0.05], [0.00, -0.04, -0.20], [-0.31, 0.42, -0.25], [0.08, -1.00, -0.42], [0.90, 0.40, -0.68], [-1.12, 0.32, -0.34], [1.08, -0.89, 0.41], [0.13, 0.01, 0.20], [-0.01, -0.10, -0.12], [0.14, 0.03, 0.12], [0.03, 0.50, 0.15], [-0.07, -0.22, -0.03], [-0.37, -0.04, 0.63], [-0.61, -0.07, 0.35], [0.17, 0.63, -0.04], [-0.10, -0.58, -0.48], [0.39, 0.27, -1.11], [0.17, 0.05, 0.64], [-0.18, -0.35, -0.58], [0.56, 0.19, 0.85], [-0.13, 0.23, 0.43], [-0.19, 0.36, -0.04], [0.03, -0.47, 0.21], [-0.38, 0.18, 0.24], [0.05, 0.14, 0.05], [0.04, -0.04, -0.06], [-0.39, 0.07, -0.10], [0.04, -0.04, -0.06], [0.16, 0.03, 1.08], [0.13, 1.24, -0.28], [-0.13, -0.67, 0.65], [-0.18, -0.30, -0.45], [0.50, 0.43, 0.20], [-0.38, -0.25, -0.41], [0.13, -0.28, -0.17], [-0.07, -0.15, -0.13], [0.14, -0.17, -0.28], [0.03, 0.48, -0.33], [-0.20, -0.23, 0.24], [-0.06, -0.01, 0.04], [-0.03, -0.12, -0.19]],
  "mulliken_charge": [-0.72, -0.22, 0.56, -0.73, -0.33, -0.74, 0.52, -0.76, 0.33, 0.26, 0.24, 0.35, 0.28, 0.25, 0.40, 0.15, 0.24, -0.68, -0.37, 1.44, -0.69, -0.54, 0.36, -0.38, -0.12, 0.24, 0.25, 0.32, -0.31, 0.30, -0.24, 0.25, 0.32, -0.12, -0.50, -0.10, -0.49, -0.42, -0.55, 0.27, 0.25, 0.22, 0.14, 0.31, 0.22, 0.38, 0.29, 0.58, 0.09, -0.22, -0.36, -0.28, -0.03, -0.47, 0.33, -0.04, 0.10, -0.01, -0.13, 0.35, 0.18, -0.78, -0.45, -0.47, 0.39, -0.27, 0.38, 0.37, 0.30, 0.31, 0.27, -0.47, 0.23, 0.04, -0.65, -0.32, -0.49, 0.26, 0.00, 0.25, 0.26, 0.32, 0.34, 0.13, 0.12, -0.27, 0.21, -0.31, -0.30, -0.46, -0.55, 0.47, -0.58, 0.13, 0.33, 0.20, 0.28, 0.30, 0.28]
}